Computed, not measured: a gas-phase ion, C6H10IN2 (charge +1), with wB97M-V/def2-TZVPD.

Calculated values
- total charge = +1
- relative energy (zero: lowest compared OMol25 entry of this formula, charge and spin) (kcal/mol) = 1.6
- E_LUMO (eV) = -3.53
- SMILES = CC[n+]1ccn(C)c1I
- orbital gap (eV) = 9.97
- spin multiplicity = 1

CARTESIAN COORDINATES (ANGSTROEM)
C1 0.9289 -1.5969 -0.1609
C2 1.3426 -0.3242 -0.4370
C3 -0.8602 -0.3229 -0.1422
C4 0.6896 2.5927 0.6532
C5 -1.2964 -2.6852 0.2654
C6 0.2377 1.9102 -0.6512
N1 -0.4237 -1.5392 0.0216
N2 0.1988 0.4928 -0.4757
I1 -2.8717 0.2000 0.0242
H1 1.3998 -2.4709 0.0501
H2 2.3496 0.0277 -0.7243
H3 0.1321 2.5408 1.5714
H4 0.8541 3.7538 0.6376
H5 1.7437 2.1830 0.8409
H6 -0.7590 -3.2861 1.0141
H7 -2.4176 -2.4067 0.6173
H8 -1.4837 -3.3231 -0.7416
H9 0.9727 2.0777 -1.4397
H10 -0.7374 2.1763 -0.9232

Forces on atoms 1 to 2 (eV/Å):
C -0.7552 2.8772 -0.1662
C -0.1365 -0.1606 -0.5850



Computed, not measured: a molecular structure, C25H57CsN7O19S3, with wB97M-V/def2-TZVPD.

Calculated values
- total charge = -1
- E_LUMO (eV) = 0.88
- orbital gap (eV) = 8.06
- spin multiplicity = 1

CARTESIAN COORDINATES (ANGSTROEM)
Cs1 3.5009 2.6075 0.2570
S1 0.3688 0.8741 0.2866
O1 0.9494 1.5896 1.4379
O2 -0.1155 -0.4207 0.7296
O3 -0.6766 1.6729 -0.3716
O4 1.5009 0.6621 -0.6447
C1 0.5064 -4.0328 1.6198
C2 -0.9335 -4.0337 1.3076
O5 -1.6201 -4.9986 1.5163
N1 -1.4813 -2.9335 0.8519
C3 -2.8676 -2.7847 0.4448
H1 1.0510 -3.2274 1.1269
H2 0.7859 -5.0509 1.3490
H3 0.6139 -3.9903 2.7036
H4 -0.8066 -2.2270 0.5954
H5 -3.3270 -3.7335 0.1677
H6 -3.0217 -2.1337 -0.4158
H7 -3.3647 -2.2867 1.2772
C4 -0.1917 -2.3058 -6.7765
C5 0.5830 -1.2562 -6.0973
O6 1.7379 -1.0472 -6.4588
N2 -0.0108 -0.6080 -5.0957
C6 0.5509 0.4947 -4.3187
H8 0.4829 -3.0780 -7.1462
H9 -0.6973 -1.9584 -7.6775
H10 -0.8860 -2.8433 -6.1306
H11 -0.9186 -0.9235 -4.7852
H12 0.4767 0.4444 -3.2324
H13 0.0342 1.4288 -4.5387
H14 1.6097 0.5715 -4.5662
C7 2.9549 1.6493 3.9297
C8 2.0603 2.7428 4.5245
O7 2.4438 3.2700 5.5634
N3 0.9066 2.9674 3.8784
C9 -0.1551 3.9467 4.1772
H15 2.4768 1.1717 3.0744
H16 3.2500 0.9473 4.7096
H17 3.9317 2.0543 3.6655
H18 0.7320 2.5031 2.9986
H19 -0.4152 3.9559 5.2357
H20 -0.9835 3.6233 3.5470
H21 0.2009 4.9368 3.8922
C10 3.6955 -1.6709 0.6906
C11 4.5447 -1.1552 -0.5125
O8 5.7242 -1.5389 -0.6027
N4 3.9553 -0.3592 -1.4150
C12 4.4972 -0.0636 -2.7478
H22 4.2227 -1.5210 1.6328
H23 3.6239 -2.7309 0.4470
H24 2.6852 -1.2633 0.7264
H25 2.9860 -0.1264 -1.2526
H26 3.8302 -0.3612 -3.5569
H27 5.4167 -0.6301 -2.8953
H28 4.7337 0.9935 -2.8696
C13 -3.8181 3.5984 0.3674
C14 -3.9406 2.3683 1.2111
O9 -5.0285 2.0741 1.6897
N5 -2.8278 1.6219 1.3741
C15 -2.6012 0.4935 2.2866
H29 -3.1557 3.3893 -0.4726
H30 -3.4318 4.4684 0.8983
H31 -4.8043 3.9342 0.0467
H32 -1.9879 1.8999 0.8869
H33 -1.7557 0.7964 2.9042
H34 -2.3489 -0.3735 1.6762
H35 -3.5413 0.2728 2.7923
C16 -0.4219 5.0936 0.9864
C17 -0.3527 5.2414 -0.5113
O10 -0.6253 6.3497 -0.9718
N6 -0.0109 4.1466 -1.2366
C18 0.2672 4.0974 -2.6795
H36 -0.6146 4.0308 1.1331
H37 -1.1695 5.7105 1.4850
H38 0.5791 5.3991 1.2912
H39 -0.1906 3.2228 -0.8699
H40 -0.4031 4.7648 -3.2212
H41 -0.0034 3.1064 -3.0441
H42 1.3449 4.2133 -2.7942
C19 0.7188 -2.3666 7.2462
C20 1.1519 -1.8175 5.9191
O11 2.3137 -1.3921 5.8622
N7 0.2663 -1.8476 4.8950
C21 0.5115 -1.3524 3.5222
H43 -0.3593 -2.5257 7.2217
H44 0.8751 -1.6045 8.0096
H45 1.2387 -3.3075 7.4267
H46 -0.6786 -2.1548 5.0763
H47 1.4732 -1.6816 3.1287
H48 0.5296 -0.2684 3.6350
H49 -0.3155 -1.6412 2.8735
C22 -3.5138 1.3482 -2.4382
C23 -2.9657 0.1237 -1.7382
O12 -3.7553 -0.8505 -2.2551
S2 -4.0010 -0.7660 -3.9430
O13 -5.3673 -1.2064 -4.1888
O14 -2.8720 -1.2412 -4.7047
O15 -3.8445 0.8891 -3.7617
H50 -2.7525 2.1251 -2.5084
H51 -4.4851 1.6375 -2.0369
H52 -2.9584 0.3280 -0.6676
H53 -1.9337 -0.0208 -2.0580
C24 0.3649 -2.5857 -2.5885
C25 1.5764 -2.6451 -1.6424
O16 1.8547 -3.9947 -1.4077
S3 0.8362 -5.0237 -2.2451
O17 0.4074 -6.0771 -1.3165
O18 1.4168 -5.4420 -3.5265
O19 -0.3236 -3.8657 -2.4381
H54 0.8197 -2.5425 -3.5781
H55 -0.3155 -1.7569 -2.3929
H56 1.3807 -2.0838 -0.7288
H57 2.3971 -2.1227 -2.1341

Forces on atoms 1 to 2 (eV/Å):
Cs -0.3139 -0.1989 0.1426
S 1.4131 -0.9783 0.3524



Computed, not measured: a molecular structure, C19H19IrN6O, with wB97M-V/def2-TZVPD.

Calculated values
- total charge = +3
- relative energy (zero: lowest compared OMol25 entry of this formula, charge and spin) (kcal/mol) = 13.4
- E_LUMO (spin up / spin down) (eV) = -12.08 / -13.51
- orbital gap (spin up / spin down) (eV) = 6.22 / 4.65
- <S²> = 1.2358
- spin multiplicity = 2

CARTESIAN COORDINATES (ANGSTROEM)
Ir1 0.2650 0.1194 0.7332
C1 -0.6601 -5.3000 1.1440
C2 -1.3447 -4.6445 2.1888
C3 -1.5309 -3.2933 2.1298
C4 -1.0085 -2.5672 1.0157
C5 -0.2675 -3.2268 -0.0056
C6 -0.1312 -4.5842 0.0487
N1 -1.2003 -1.2063 0.9148
C7 -2.4314 -0.6449 1.1695
C8 -3.6494 -1.3549 1.2056
C9 -4.8143 -0.6657 1.4595
C10 -4.8046 0.7220 1.6611
C11 -3.6198 1.4595 1.5809
C12 -2.4593 0.7751 1.3250
N2 -1.1842 1.3518 1.1495
N3 -1.0039 2.5892 1.2148
C13 0.3157 2.9377 0.9353
C14 0.6737 4.2702 0.9260
C15 1.9848 4.5983 0.5992
C16 2.8782 3.5837 0.2929
C17 2.4579 2.2617 0.3288
N4 1.2036 1.9269 0.6499
H1 -0.5308 -6.3747 1.1883
H2 -1.7141 -5.2157 3.0299
H3 -2.0278 -2.7600 2.9302
H4 0.1101 -2.6503 -0.8381
H5 0.3695 -5.1195 -0.7467
H6 -3.6781 -2.4156 0.9969
H7 -5.7556 -1.1982 1.4851
H8 -5.7366 1.2365 1.8568
H9 -3.6137 2.5342 1.7028
H10 -0.0704 5.0186 1.1616
H11 2.2990 5.6335 0.5770
H12 3.9013 3.8054 0.0223
H13 3.1290 1.4488 0.0914
C18 4.7186 -1.0475 2.4072
N5 3.3689 -0.8900 1.8561
C19 3.0233 -1.2298 0.6162
N6 3.9408 -1.7008 -0.2226
O1 1.8194 -1.1138 0.1818
H14 4.7218 -0.6577 3.4201
H15 5.4389 -0.4765 1.8221
H16 5.0109 -2.0973 2.4419
H17 2.6176 -0.6707 2.4893
H18 4.8818 -1.9120 0.0671
H19 3.6759 -1.9064 -1.1723

Forces on atoms 1 to 2 (eV/Å):
Ir -0.2387 -0.5639 0.1328
C 0.0447 -0.1876 -0.0154



Computed, not measured: a single C2H3O2P molecule, with wB97M-V/def2-TZVPD.

Calculated values
- relative energy (zero: lowest compared OMol25 entry of this formula, charge and spin) (kcal/mol) = 35.9
- E_LUMO (eV) = 0.48
- SMILES = C1=POCO1
- orbital gap (eV) = 9.09
- spin multiplicity = 1

CARTESIAN COORDINATES (ANGSTROEM)
C1 0.6804 1.2553 -0.0027
C2 -0.6809 -0.7354 0.0014
O1 -0.8081 0.6357 0.0211
O2 0.6625 -1.1641 0.0061
P1 1.7863 0.0161 -0.0063
H1 0.6799 2.3209 -0.0163
H2 -1.1663 -1.1645 0.8952
H3 -1.1537 -1.1640 -0.8985

Forces on atoms 1 to 2 (eV/Å):
C -3.0160 -2.4396 0.0295
C -0.9200 -1.0807 0.1006